# C31H43N2OPd

C31H43N2OPd as an isolated structure at a distorted geometry (ωB97M-V with the def2-TZVPD basis set, the Open Molecules 2025 dataset).

The calculation puts the HOMO-LUMO gap (spin up / spin down) at 6.7 / 6.9 eV. Its energy above the lowest of the compared OMol25 structures with the same formula, charge and spin is 0.0 kcal/mol. The multiplicity is 5. Its expectation value of S² is 6.027. The calculation puts the total energy at -1519.2221 Ha. The max |F| comes out at 6.98 eV/A. Its net charge is +1.

The geometry in XYZ format:
```
78
Properties=species:S:1:pos:R:3:lowdin_spin:R:1
C 1.488 -2.113 -0.657 0.192
C 1.992 -1.448 -1.810 0.198
C 1.027 -1.579 -2.868 0.173
C -0.072 -2.358 -2.365 0.086
C 0.181 -2.622 -0.968 0.185
Pd -0.238 -0.433 -1.242 0.881
C -2.395 1.405 -2.601 0.472
C -2.202 0.915 -1.261 0.087
H -2.003 1.647 -0.439 0.002
C -2.376 -0.453 -0.853 0.171
H -2.916 -1.116 -1.557 0.008
H -2.500 -0.687 0.225 0.009
C -3.025 2.805 -2.828 0.048
H -2.534 3.556 -2.166 0.005
H -2.817 3.154 -3.860 0.004
H -4.099 2.856 -2.646 0.021
C -2.450 0.389 -3.745 0.044
H -1.582 -0.305 -3.707 0.004
H -3.384 -0.229 -3.767 0.020
H -2.372 0.900 -4.725 0.002
C 3.291 -0.741 -1.898 0.028
H 3.458 -0.100 -1.020 0.005
H 4.127 -1.454 -1.945 0.011
H 3.345 -0.111 -2.791 0.000
C 1.187 -1.081 -4.255 0.028
H 1.673 -0.099 -4.267 0.003
H 1.814 -1.767 -4.846 0.012
H 0.224 -0.993 -4.770 0.002
C -1.210 -2.912 -3.144 0.005
H -1.244 -2.483 -4.151 0.000
H -1.111 -4.002 -3.253 0.002
H -2.163 -2.716 -2.643 0.001
C -0.689 -3.403 -0.057 0.027
H -1.726 -3.389 -0.404 0.002
H -0.360 -4.451 -0.010 0.012
H -0.655 -2.998 0.962 0.003
C 2.190 -2.294 0.637 0.023
H 1.485 -2.453 1.461 0.001
H 2.850 -3.174 0.596 0.011
H 2.820 -1.429 0.882 0.002
C 1.346 2.135 -2.733 0.617
C 0.092 2.218 -3.077 0.203
C 2.647 2.605 -2.993 0.077
C 0.136 2.504 -4.500 0.077
H -0.990 2.132 -2.729 0.051
C 2.671 2.881 -4.449 0.047
H 3.479 2.727 -2.319 0.012
C 1.453 2.758 -5.141 -0.007
H -0.751 2.466 -5.151 0.013
H 3.603 3.149 -4.982 0.008
H 1.413 2.897 -6.255 0.000
C -2.492 -1.251 6.298 0.000
C -1.014 -0.957 6.459 0.000
N -0.440 -0.081 5.423 0.000
C -0.324 1.344 5.798 0.000
C 0.766 1.564 6.838 0.000
C -0.380 -0.574 4.144 0.000
O -0.792 -1.709 3.872 0.000
C 0.252 0.236 3.049 0.002
C 1.387 1.047 3.189 -0.002
C 1.970 1.569 2.037 0.004
C 1.454 1.223 0.781 0.021
N 0.396 0.410 0.663 0.064
C -0.221 -0.048 1.763 0.002
H -3.077 -0.327 6.237 0.000
H -2.837 -1.824 7.164 0.000
H -2.655 -1.850 5.398 0.000
H -0.820 -0.449 7.408 0.000
H -0.454 -1.901 6.430 0.000
H -0.124 1.940 4.901 0.000
H -1.295 1.668 6.209 0.000
H 1.715 1.130 6.505 0.000
H 0.911 2.640 6.985 0.000
H 0.493 1.117 7.800 0.000
H 1.795 1.243 4.179 0.000
H 2.836 2.224 2.078 0.001
H 1.909 1.597 -0.144 0.019
H -1.091 -0.689 1.619 0.001
```